# 1
19
Properties=species:S:1:pos:R:3:forces:R:3 method="wB97M-V/def2-TZVPD" homo_ev=-11.10 smiles=CCC.CC
C -2.332 -1.162 -0.951 -0.9 -0.6 0.3
C -1.865 0.199 -0.450 -0.3 0.2 0.3
C -1.072 0.009 0.784 2.4 1.3 1.3
H -3.354 -1.342 -0.509 0.5 0.4 -1.3
H -1.850 -2.019 -0.402 0.5 0.8 -1.3
H -2.278 -1.134 -2.067 -0.4 -0.9 1.0
H -1.345 0.883 -1.127 -0.1 -0.6 -0.4
H -2.769 0.717 -0.130 0.0 0.5 -0.3
H -0.452 0.889 1.087 -1.0 -0.2 -0.2
H -1.731 -0.190 1.590 -0.5 -0.4 1.0
H -0.280 -0.743 0.797 -0.3 -0.5 -0.5
C 2.735 0.274 -0.520 -7.2 -3.0 4.1
C 2.380 0.703 1.026 0.9 0.6 -3.3
H 2.534 -0.835 -0.567 0.4 0.8 0.1
H 1.906 0.602 -1.125 0.1 0.7 -0.6
H 3.605 0.394 -0.932 5.1 1.4 -1.8
H 2.322 -0.098 1.709 0.2 -0.9 0.7
H 1.499 1.311 1.101 -0.7 -0.2 -0.4
H 3.115 1.422 1.235 1.4 0.6 1.1

# 2
92
Properties=species:S:1:pos:R:3:forces:R:3 method="wB97M-V/def2-TZVPD" charge=+2 s_squared=6.026 spin_multiplicity=5 homo_ev="-11.71 / -13.89"
Ir -0.058 0.163 -0.222 -0.4 -0.1 -0.3
C 1.342 3.028 0.567 0.0 0.1 0.0
C 2.521 2.066 0.409 0.0 0.0 0.1
P 2.007 0.354 0.864 0.0 0.1 0.1
C 1.930 0.381 2.668 0.0 0.0 0.0
C 0.771 -0.059 3.302 0.0 0.0 0.0
C 0.683 -0.032 4.688 0.0 0.0 0.0
C 1.750 0.437 5.439 0.0 0.0 0.0
C 2.912 0.871 4.811 0.0 0.0 0.0
C 3.005 0.842 3.430 0.0 0.0 0.0
C 3.417 -0.679 0.405 0.0 0.0 0.0
C 3.991 -0.533 -0.859 0.0 0.0 0.0
C 5.089 -1.299 -1.219 0.0 0.0 0.0
C 5.613 -2.224 -0.324 0.0 0.0 0.0
C 5.027 -2.394 0.922 0.0 0.0 0.0
C 3.929 -1.628 1.288 0.0 0.0 0.0
P -0.050 2.495 -0.502 0.0 -0.1 0.1
C -1.508 3.385 0.076 0.0 0.1 0.0
C -2.271 4.174 -0.779 0.0 0.0 0.0
C -3.400 4.825 -0.297 0.0 0.0 0.0
C -3.758 4.701 1.037 0.0 0.0 0.0
C -2.994 3.915 1.894 0.0 0.0 0.0
C -1.878 3.249 1.415 0.0 0.1 0.0
C 0.327 3.012 -2.185 0.0 -0.1 -0.1
C 1.084 4.145 -2.478 0.0 0.0 0.0
C 1.313 4.500 -3.798 0.0 0.0 0.0
C 0.784 3.734 -4.828 0.0 0.0 0.0
C 0.030 2.604 -4.543 0.0 0.0 0.0
C -0.192 2.236 -3.226 0.1 0.0 0.1
H 1.629 4.055 0.341 0.0 0.0 0.0
H 0.975 3.022 1.597 0.0 0.0 0.0
H 3.360 2.368 1.037 0.0 0.0 0.0
H 2.873 2.065 -0.626 0.0 0.0 0.0
H -0.052 -0.437 2.705 0.0 0.0 0.0
H -0.212 -0.383 5.183 0.0 0.0 0.0
H 1.684 0.458 6.519 0.0 0.0 0.0
H 3.746 1.228 5.400 0.0 0.0 0.0
H 3.921 1.165 2.950 0.0 0.0 0.0
H 3.599 0.192 -1.564 0.0 0.0 0.0
H 5.546 -1.163 -2.190 0.0 0.0 0.0
H 6.479 -2.812 -0.599 0.0 0.0 0.0
H 5.431 -3.117 1.618 0.0 0.0 0.0
H 3.489 -1.755 2.269 0.0 0.0 0.0
H -1.981 4.294 -1.815 0.0 0.0 0.0
H -3.983 5.450 -0.959 0.0 0.0 0.0
H -4.625 5.228 1.413 0.0 0.0 0.0
H -3.248 3.853 2.946 0.0 0.0 0.0
H -1.291 2.631 2.084 0.0 0.0 0.0
H 1.493 4.766 -1.691 0.0 0.0 0.0
H 1.902 5.380 -4.022 0.0 0.0 0.0
H 0.962 4.018 -5.857 0.0 0.0 0.0
H -0.377 2.006 -5.348 0.0 0.0 0.0
H -0.760 1.340 -3.001 0.0 0.0 0.0
F -5.917 1.890 3.720 0.0 0.1 0.1
C -5.689 1.285 2.607 -0.1 0.0 0.0
C -4.947 0.112 2.602 0.1 -0.1 0.0
N -4.714 -0.520 1.473 0.1 0.0 0.0
C -3.700 -1.577 1.380 0.0 0.0 0.0
C -2.385 -0.901 0.933 0.0 0.0 0.0
O -1.427 -1.641 0.623 -0.1 0.0 0.0
O -2.377 0.343 0.908 0.1 0.0 0.1
C -5.192 -0.028 0.185 0.1 0.0 0.0
O -4.936 -0.638 -0.804 0.0 0.0 0.1
N -5.919 1.128 0.244 0.0 0.0 0.0
C -6.215 1.892 1.366 0.0 0.1 0.0
O -6.825 2.919 1.342 0.0 0.0 0.0
H -4.532 -0.280 3.523 0.0 0.0 0.0
H -4.022 -2.309 0.646 0.0 0.0 0.0
H -3.584 -2.050 2.352 0.0 0.0 0.0
H -6.248 1.483 -0.648 0.0 0.0 0.0
C -0.901 -5.074 0.042 0.0 0.0 0.0
C -0.749 -5.017 -1.472 0.0 0.0 0.0
C -0.774 -3.594 -2.026 0.0 0.0 0.0
S 0.648 -2.606 -1.529 0.0 0.1 -0.1
O 0.174 -1.148 -1.857 0.1 -0.2 0.1
C 1.791 -2.897 -2.886 0.0 0.1 0.0
C 2.363 -4.309 -2.946 0.0 0.0 0.0
C 2.932 -4.801 -1.620 0.0 0.0 0.0
H -0.872 -6.105 0.390 0.0 0.0 0.0
H -1.852 -4.637 0.352 0.0 0.0 0.0
H -0.109 -4.523 0.553 0.0 0.0 0.0
H -1.572 -5.551 -1.951 0.0 0.0 0.0
H 0.159 -5.536 -1.782 0.0 0.0 0.0
H -1.607 -3.030 -1.602 0.0 0.0 0.0
H -0.833 -3.552 -3.114 0.0 0.0 0.0
H 2.580 -2.167 -2.695 0.0 0.0 0.0
H 1.256 -2.610 -3.792 0.0 0.0 0.0
H 3.158 -4.284 -3.693 0.0 0.0 0.0
H 1.612 -4.999 -3.334 0.0 0.0 0.0
H 3.601 -4.059 -1.181 0.0 0.0 0.0
H 3.498 -5.719 -1.767 0.0 0.0 0.0
H 2.150 -5.015 -0.887 0.0 0.0 0.0

# 3
16
Properties=species:S:1:pos:R:3:forces:R:3 method="wB97M-V/def2-TZVPD" charge=-1 s_squared=0.750 spin_multiplicity=2 homo_ev="1.55 / -7.68"
C 2.172 1.126 -1.333 0.3 -0.9 0.8
C 1.386 -0.158 -1.408 3.2 -1.8 2.3
H 3.188 0.979 -1.036 1.1 -0.5 -0.4
H 2.113 1.647 -2.247 0.0 1.2 -0.8
H 1.868 1.598 -0.424 -0.9 1.3 0.1
H 1.968 -1.015 -1.862 -1.1 1.0 -0.1
H 0.436 0.054 -1.714 -2.5 0.0 -1.5
H 1.234 -0.448 -0.342 0.1 -0.3 -0.5
C -2.013 0.107 0.895 -1.3 -1.2 -2.2
C -1.488 -0.993 1.740 -1.4 -1.2 0.8
H -1.397 0.758 0.343 1.6 0.4 -0.4
H -2.652 -0.344 0.100 0.4 0.1 0.2
H -2.686 0.768 1.320 -1.3 1.2 1.6
H -1.963 -1.965 1.521 -0.2 0.3 -0.2
H -1.680 -0.886 2.794 0.0 0.4 0.6
H -0.484 -1.228 1.653 2.3 0.0 -0.3

The evaluated ΔE to the lowest compared entry with this formula, charge and spin for the records listed, in turn: 38.5, 0.0, 24.4 kcal per mole.